Model a:
{
  "formula": "C6H11NO2",
  "method": "ωB97M-V/def2-TZVPD",
  "multiplicity": 1,
  "gap_ev": [6.579, 6.578],
  "elements": ["C", "C", "O", "O", "H", "H", "H", "H", "C", "C", "C", "C", "N", "H", "H", "H", "H", "H", "H", "H"],
  "positions_angstrom": [[1.10, -2.19, 0.38], [-0.80, -0.88, -0.90], [0.22, -1.03, 0.33], [-1.82, -1.47, -0.82], [-0.19, -0.63, -1.77], [0.45, -3.05, 0.26], [1.57, -2.20, 1.36], [1.86, -2.14, -0.40], [-1.73, 1.20, 0.93], [-0.74, 1.11, -0.22], [0.79, 0.42, 0.29], [1.97, 0.53, -0.42], [-0.72, 1.89, -1.22], [-1.50, 2.56, -1.20], [0.81, 0.77, 1.32], [-1.71, 0.32, 1.56], [-2.75, 1.31, 0.54], [-1.51, 2.08, 1.55], [2.62, 1.36, -0.20], [2.10, 0.05, -1.38]]
}



Model b:
{
  "formula": "C6H11NO2",
  "method": "ωB97M-V/def2-TZVPD",
  "multiplicity": 1,
  "gap_ev": 7.789,
  "elements": ["C", "C", "C", "C", "C", "C", "N", "O", "O", "H", "H", "H", "H", "H", "H", "H", "H", "H", "H", "H"],
  "positions_angstrom": [[0.83, 1.75, -0.38], [0.27, 0.99, 0.55], [3.34, -0.36, 0.17], [-0.53, -0.84, -1.23], [-1.93, 0.52, 0.19], [-0.43, -1.12, 1.24], [-0.64, -0.13, 0.12], [2.60, -1.19, -0.08], [3.94, 0.57, 0.42], [0.90, 1.67, -1.48], [1.31, 2.71, -0.10], [-1.37, -1.44, -1.27], [-0.78, 0.07, -2.01], [0.41, -1.32, -1.23], [-2.64, -0.26, 0.22], [-2.01, 1.25, 1.08], [-2.10, 1.12, -0.64], [-1.26, -1.95, 1.14], [0.58, -1.54, 1.19], [-0.47, -0.50, 2.08]]
}



Stability, highest: model b



Model a:
{
  "formula": "C6H11NO2",
  "method": "ωB97M-V/def2-TZVPD",
  "multiplicity": 1,
  "gap_ev": 8.989,
  "smiles": "C/C=C(\\O)CC.N=C=O",
  "elements": ["C", "C", "C", "O", "C", "C", "H", "H", "H", "H", "H", "H", "H", "H", "H", "H", "N", "C", "O", "H"],
  "positions_angstrom": [[0.42, -0.26, 2.57], [-0.24, -0.34, 1.24], [-0.06, 0.57, 0.26], [0.89, 1.55, 0.41], [-0.95, 0.69, -0.98], [-1.92, -0.46, -1.23], [-0.30, -0.08, 3.35], [0.94, -1.20, 2.78], [1.16, 0.55, 2.58], [-0.94, -1.15, 1.10], [0.98, 2.05, -0.48], [-1.48, 1.64, -0.96], [-0.26, 0.74, -1.85], [-2.78, -0.38, -0.56], [-2.28, -0.42, -2.26], [-1.43, -1.43, -1.08], [2.33, 0.13, -1.40], [1.70, -0.88, -1.17], [1.04, -1.83, -1.28], [3.18, 0.50, -1.03]]
}



Model b:
{
  "formula": "C6H11NO2",
  "method": "ωB97M-V/def2-TZVPD",
  "multiplicity": 1,
  "gap_ev": 10.198,
  "smiles": "COC(N)=O.C=C=CC",
  "elements": ["C", "O", "C", "N", "O", "H", "H", "H", "H", "H", "C", "C", "C", "C", "H", "H", "H", "H", "H", "H"],
  "positions_angstrom": [[-1.38, 0.85, -0.20], [-1.66, 0.42, -1.52], [-1.17, -0.78, -1.90], [-1.70, -1.15, -3.09], [-0.39, -1.44, -1.26], [-0.94, 1.85, -0.25], [-2.32, 0.89, 0.35], [-0.69, 0.16, 0.28], [-1.30, -1.95, -3.56], [-2.25, -0.49, -3.61], [0.11, -0.60, 2.95], [0.97, 0.08, 2.26], [1.84, 0.75, 1.56], [2.19, 0.46, 0.13], [0.41, -1.46, 3.53], [-0.93, -0.33, 2.99], [2.36, 1.58, 2.02], [1.62, -0.39, -0.25], [3.25, 0.23, 0.05], [1.99, 1.33, -0.49]]
}



Stability, highest: model a



Model a:
{
  "formula": "C2H3ClN2O",
  "method": "ωB97M-V/def2-TZVPD",
  "multiplicity": 1,
  "gap_ev": 9.293,
  "elements": ["C", "C", "N", "N", "O", "Cl", "H", "H", "H"],
  "positions_angstrom": [[-2.16, -0.75, 0.15], [0.00, -0.04, 0.21], [-3.20, -1.70, 0.33], [-2.62, -1.62, -0.79], [-1.12, -0.64, 0.91], [-3.35, 1.31, -0.14], [-0.32, 0.75, -0.31], [0.35, -0.84, -0.55], [0.74, 0.26, 0.81]]
}



Model b:
{
  "formula": "C2H3ClN2O",
  "method": "ωB97M-V/def2-TZVPD",
  "multiplicity": 1,
  "gap_ev": 10.514,
  "smiles": "C=NN=C=O.Cl",
  "elements": ["C", "N", "N", "C", "O", "H", "H", "Cl", "H"],
  "positions_angstrom": [[-0.61, -1.93, 1.53], [-0.28, -1.02, 0.72], [-0.80, 0.16, 0.90], [-1.38, 0.65, 1.82], [-1.86, 1.34, 2.66], [-0.30, -2.93, 1.24], [-1.50, -2.00, 2.11], [-0.77, 2.78, -1.02], [-1.28, 1.61, -0.80]]
}



Stability, highest: model b



Model a:
{
  "formula": "H9NO3",
  "method": "ωB97M-V/def2-TZVPD",
  "multiplicity": 1,
  "gap_ev": 10.833,
  "smiles": "N.O.O.O",
  "elements": ["N", "H", "H", "H", "O", "H", "H", "O", "H", "H", "O", "H", "H"],
  "positions_angstrom": [[-1.00, 1.40, 2.16], [-0.12, 1.50, 2.66], [-0.78, 1.48, 1.18], [-1.28, 0.44, 2.33], [1.89, -0.20, 0.65], [2.72, -0.14, 1.15], [1.85, -1.12, 0.34], [-1.05, 0.78, -1.41], [-1.53, 1.55, -1.74], [-0.69, 1.03, -0.56], [0.08, -1.92, -1.37], [-0.54, -2.63, -1.62], [-0.13, -1.21, -1.99]]
}



Model b:
{
  "formula": "H9NO3",
  "method": "ωB97M-V/def2-TZVPD",
  "multiplicity": 1,
  "gap_ev": 10.326,
  "smiles": "N.O.O.O",
  "elements": ["N", "H", "H", "H", "O", "H", "H", "O", "H", "H", "O", "H", "H"],
  "positions_angstrom": [[-1.88, 1.20, 0.92], [-2.52, 0.56, 1.35], [-1.03, 0.71, 0.66], [-1.61, 1.90, 1.60], [2.84, -1.73, 1.27], [3.12, -2.50, 0.77], [3.38, -1.73, 2.07], [-1.95, 0.57, -2.66], [-1.31, 0.26, -2.02], [-2.67, 0.91, -2.11], [0.83, -0.03, -0.56], [1.29, 0.00, -1.40], [1.50, -0.14, 0.12]]
}



Stability, highest: model b



Model a:
{
  "formula": "CH10N2O4",
  "method": "ωB97M-V/def2-TZVPD",
  "multiplicity": 1,
  "gap_ev": 10.400,
  "smiles": "NC(N)=O.O.O.O",
  "elements": ["N", "C", "N", "O", "H", "H", "H", "H", "O", "H", "H", "O", "H", "H", "O", "H", "H"],
  "positions_angstrom": [[3.99, 11.29, 8.60], [3.15, 10.34, 8.32], [2.82, 10.43, 7.11], [2.79, 9.46, 9.09], [4.45, 11.33, 9.50], [4.29, 11.90, 7.85], [3.10, 11.29, 6.66], [2.33, 9.69, 6.63], [1.01, 6.10, 8.10], [0.74, 5.23, 7.79], [0.50, 6.71, 7.56], [5.23, 7.41, 11.23], [4.71, 7.06, 10.50], [4.85, 7.02, 12.01], [3.52, 6.84, 9.06], [2.67, 6.56, 8.73], [3.50, 7.79, 9.01]]
}



Model b:
{
  "formula": "CH10N2O4",
  "method": "ωB97M-V/def2-TZVPD",
  "multiplicity": 1,
  "gap_ev": 10.249,
  "smiles": "NC(N)=O.O.O.O",
  "elements": ["N", "C", "N", "O", "H", "H", "H", "H", "O", "H", "H", "O", "H", "H", "O", "H", "H"],
  "positions_angstrom": [[2.50, 0.81, -1.50], [1.13, 0.94, -1.19], [0.77, 1.79, -0.04], [0.34, 0.31, -1.83], [3.06, 0.83, -0.69], [2.69, 0.14, -2.19], [-0.19, 1.60, 0.33], [1.27, 1.83, 0.79], [-0.89, -1.08, 2.03], [-0.52, -1.40, 2.72], [-1.48, -1.75, 1.49], [-2.05, 1.62, 0.80], [-2.10, 0.73, 1.13], [-2.25, 1.45, -0.17], [-0.98, -2.64, -0.20], [-0.96, -1.89, -0.74], [-0.33, -3.30, -0.74]]
}



Stability, highest: model a



Model a:
{
  "formula": "C3H5B",
  "method": "ωB97M-V/def2-TZVPD",
  "multiplicity": 1,
  "gap_ev": 9.292,
  "smiles": "C=C1BC1",
  "elements": ["C", "C", "B", "C", "H", "H", "H", "H", "H"],
  "positions_angstrom": [[0.60, -0.59, -1.39], [0.27, -0.24, -0.15], [0.14, -0.31, 1.33], [-0.69, 0.76, 0.54], [1.00, -1.65, -1.80], [0.31, 0.03, -2.20], [0.43, -0.56, 2.46], [-1.66, 0.74, 0.20], [-0.40, 1.82, 1.01]]
}



Model b:
{
  "formula": "C3H5B",
  "method": "ωB97M-V/def2-TZVPD",
  "multiplicity": 1,
  "gap_ev": 7.741,
  "elements": ["B", "C", "C", "C", "H", "H", "H", "H", "H"],
  "positions_angstrom": [[0.27, 1.15, 0.42], [-1.03, 0.47, 0.04], [1.35, 0.13, -0.09], [-0.01, -0.58, 0.03], [-2.18, 0.19, 0.89], [-1.65, 0.71, -0.85], [1.76, 0.39, -1.00], [2.07, -0.26, 0.49], [-0.01, -1.05, 0.98]]
}



Model c:
{
  "formula": "C3H5B",
  "method": "ωB97M-V/def2-TZVPD",
  "multiplicity": 1,
  "gap_ev": [7.111, 9.530],
  "elements": ["B", "C", "C", "C", "H", "H", "H", "H", "H"],
  "positions_angstrom": [[-1.42, 0.18, 0.04], [1.20, -0.09, 0.48], [1.11, -0.01, -0.79], [-0.03, 0.70, -0.02], [-2.51, 0.57, 0.00], [-1.51, -2.56, 0.66], [1.65, -0.41, 1.39], [1.40, -0.17, -1.80], [0.09, 1.79, 0.03]]
}



Stability, highest: model a